Computed, not measured: the molecule C2H9BrSi2 in a non-equilibrium geometry, with the ωB97M-V functional and the def2-TZVPD basis.

Properties
- DFT total energy (eV) = -88017.0300
- charge = 0
- HOMO level (eV) = -9.75
- relative energy (zero: lowest compared OMol25 entry of this formula, charge and spin) (kJ/mol) = 72.3

Cartesian coordinates (Å):
C -1.07596 -1.60166 -1.00358
C 0.20982 -1.07808 -0.37787
Si 0.14210 0.83885 -0.28978
Si 0.40182 1.67245 1.84592
Br 1.82743 1.95490 -1.60615
H -1.81458 -1.47064 -0.32138
H -1.25815 -1.05601 -1.90871
H -0.90924 -2.65931 -1.21974
H 0.88161 -1.42258 -1.13245
H 0.49000 -1.47283 0.58490
H -0.71785 1.05522 -1.53343
H 1.35072 2.88359 1.57732
H -0.62092 1.87365 2.92460
H 1.09321 0.48247 2.46034

Atoms 1-6, force components in eV/Å:
2.1 -0.7 -0.5
0.2 1.2 -0.4
0.4 -0.5 -3.1
1.0 0.6 0.7
-0.4 -0.7 1.1
-2.9 0.1 1.6

***

Computed, not measured: an isolated ion of composition C2H9ClNSi and charge +1 in a non-equilibrium geometry, with the ωB97M-V functional and the def2-TZVPD basis.

Properties
- DFT total energy (eV) = -24102.8726
- charge = +1
- HOMO level (eV) = -14.53
- relative energy (zero: lowest compared OMol25 entry of this formula, charge and spin) (kJ/mol) = 53.1

Cartesian coordinates (Å):
N -0.83033 -0.22684 -0.75976
C -0.62714 0.04484 0.75212
C 1.07115 -0.23966 0.99594
Si 2.25721 0.44430 -0.51445
Cl 3.94314 -0.41490 0.08886
H -1.75246 0.06663 -1.02208
H -0.81929 -1.31127 -0.90404
H 0.05494 0.20151 -1.34231
H -1.03357 -0.66269 1.44415
H -0.93399 1.03749 0.96004
H 1.41508 0.26537 1.98323
H 1.31295 -1.34978 1.19309
H 2.53204 1.84209 -0.32693
H 1.55770 0.20133 -1.83124

Atoms 1-6, force components in eV/Å:
2.0 -2.2 0.6
4.8 -1.3 -0.5
-1.0 0.9 -0.1
-1.4 -0.4 2.5
1.0 -0.8 -0.5
-0.5 0.6 -0.7

***

Computed, not measured: a 2-piece molecular cluster, C2H9ClSi2 overall in a non-equilibrium geometry, with the ωB97M-V functional and the def2-TZVPD basis.

Properties
- DFT total energy (eV) = -30493.3254
- charge = 0
- HOMO level (alpha / beta) (eV) = -7.99 / -7.41
- relative energy (zero: lowest compared OMol25 entry of this formula, charge and spin) (kJ/mol) = 469.2

Cartesian coordinates (Å):
C -0.88620 -0.45359 -0.36888
C 0.04160 0.38834 0.41196
Si -2.74803 -0.06151 -0.03069
Si 3.42712 -0.07030 -0.02306
Cl -0.02328 2.08705 0.05413
H -0.70764 -0.32715 -1.43834
H -0.69632 -1.49933 -0.11988
H 0.08148 0.22072 1.48077
H -3.55025 -0.97354 -0.85027
H -3.03838 1.32174 -0.39226
H -3.03097 -0.29280 1.38669
H 3.88724 1.03550 0.79343
H 3.68048 0.02238 -1.45250
H 3.56316 -1.39749 0.54890

Atoms 1-6, force components in eV/Å:
-0.2 0.0 -0.1
0.0 0.3 0.2
0.8 -0.3 -0.2
-1.4 0.1 0.0
0.2 0.1 0.0
-0.1 0.0 -0.1

***

Computed, not measured: a 2-piece molecular cluster, C2H9ClSi2 overall in a non-equilibrium geometry, with the ωB97M-V functional and the def2-TZVPD basis.

Properties
- DFT total energy (eV) = -30495.8050
- charge = 0
- HOMO level (eV) = -8.77
- relative energy (zero: lowest compared OMol25 entry of this formula, charge and spin) (kJ/mol) = 230.0

Cartesian coordinates (Å):
C 0.22539 -2.27862 2.31171
C 0.91518 2.16059 -2.55922
Si -1.58452 -1.90070 1.72233
Si -1.32199 -1.88635 -0.51446
Cl -3.04242 -2.61937 -1.36642
H 0.90674 -1.59246 1.74792
H 0.27251 -2.00308 3.43112
H 0.39411 -3.31752 2.18174
H 0.09487 1.67275 -2.96416
H 1.62762 1.42553 -2.17768
H 0.44441 2.69277 -1.74929
H -2.14517 -2.86379 2.77290
H -1.92525 -0.82335 2.69550
H 1.35474 2.96441 -3.13429

Atoms 1-6, force components in eV/Å:
-0.4 2.6 0.6
0.9 0.9 1.5
0.4 -1.0 4.5
0.5 0.3 -1.6
-0.4 -0.2 0.0
0.0 -1.0 0.5

***

Computed, not measured: C2H9CsN4O3 as an isolated structure in a non-equilibrium geometry, with the ωB97M-V functional and the def2-TZVPD basis.

Properties
- DFT total energy (eV) = -14867.9511
- charge = 0
- HOMO level (eV) = -5.41

Cartesian coordinates (Å):
Cs -19.16507 6.65520 25.22489
O -20.26424 1.50328 25.04288
H -20.35490 2.47097 25.14233
C -25.93518 3.68195 23.78738
O -26.55485 2.99581 24.59207
N -26.43101 4.65362 23.07841
N -24.68836 3.56553 23.47606
H -25.87581 5.00964 22.31348
H -27.41312 4.88063 23.14180
H -24.38431 4.18426 22.73794
H -24.01672 2.95955 23.92528
C -21.46522 -3.64298 23.72593
O -21.76390 -4.76870 23.52219
N -22.31615 -2.62481 23.72534
N -20.26141 -3.22620 23.97168
H -23.28788 -2.74727 23.47866
H -21.85888 -1.75640 23.96382
H -20.26652 -2.23886 24.18434
H -19.46415 -3.83996 24.05983

Atoms 1-6, force components in eV/Å:
-0.1 -0.4 0.0
0.0 0.8 -0.1
-0.1 -0.4 0.0
-2.0 -2.5 2.6
0.0 0.3 0.1
-2.9 3.5 -2.2

***

Computed, not measured: a 2-piece molecular cluster, C2H9N2O overall in a non-equilibrium geometry, with the ωB97M-V functional and the def2-TZVPD basis.

Properties
- DFT total energy (eV) = -7246.8222
- charge = -1
- HOMO level (eV) = -2.57
- relative energy (zero: lowest compared OMol25 entry of this formula, charge and spin) (kJ/mol) = 75.5

Cartesian coordinates (Å):
C -0.67964 2.36538 -0.33545
O 0.32592 1.44988 -0.25657
H -0.51607 3.20707 0.38555
H -1.68173 1.94275 -0.08233
H -0.81654 2.86937 -1.32139
N 0.78192 -0.89436 1.28203
C 0.14991 -1.83250 0.30627
N 0.61452 -1.59550 -1.01375
H 0.18319 -0.75171 2.08182
H 0.69289 -0.00558 0.72837
H -0.92269 -1.56206 0.36019
H 0.16358 -2.90357 0.51030
H 1.58173 -1.36527 -1.08164
H 0.12299 -0.92390 -1.56341

Atoms 1-6, force components in eV/Å:
0.5 -0.2 0.6
-0.1 0.0 -0.5
-0.3 0.1 -0.1
-0.2 0.1 0.0
0.1 -0.1 -0.1
0.6 -0.6 -1.1

***

Computed, not measured: a 2-piece molecular cluster, C2H9N2O overall in a non-equilibrium geometry, with the ωB97M-V functional and the def2-TZVPD basis.

Properties
- DFT total energy (eV) = -7244.8010
- charge = 0
- HOMO level (alpha / beta) (eV) = -4.08 / -8.16
- relative energy (zero: lowest compared OMol25 entry of this formula, charge and spin) (kJ/mol) = 86.6
- 2S+1 = 2

Cartesian coordinates (Å):
C 1.08294 -0.28240 1.71901
N -1.87056 -0.09971 -0.42490
C -0.98131 -0.60192 0.49877
N 0.24676 -0.00300 0.51186
H 1.27069 -1.32956 1.92840
H 0.54904 0.08419 2.58662
H 1.99795 0.21398 1.64009
H -1.62242 0.41267 -1.40897
H -2.77812 -0.56149 -0.52790
H -1.38731 -1.30043 1.19518
H 0.54570 0.67617 -0.16092
H 0.95112 0.29421 -2.90302
H 1.35927 1.55210 -2.45761
O 0.63625 0.94518 -2.19660

Atoms 1-6, force components in eV/Å:
-2.2 0.3 -1.0
-1.8 2.1 -3.9
-0.2 0.2 -1.4
1.8 -1.3 2.6
0.0 -0.5 -0.5
-0.1 0.3 0.5

***

Computed, not measured: an isolated ion of composition C2H9N2O and charge +1 in a non-equilibrium geometry, with the ωB97M-V functional and the def2-TZVPD basis.

Properties
- DFT total energy (eV) = -7240.2424
- charge = +1
- HOMO level (eV) = -14.20
- relative energy (zero: lowest compared OMol25 entry of this formula, charge and spin) (kJ/mol) = 203.9

Cartesian coordinates (Å):
N -1.67343 -0.32187 0.50760
C -0.86821 0.57020 -0.47665
N 0.41548 0.79025 -0.02589
C 1.34039 -0.34470 -0.12116
O 2.53693 0.16635 0.36268
H -2.62924 -0.52201 0.20726
H -1.15247 -1.19148 0.67288
H -1.74480 0.12510 1.42057
H -1.09863 0.08856 -1.45019
H -1.52449 1.42789 -0.63737
H 0.84504 1.60501 -0.41136
H 1.42788 -0.72933 -1.14553
H 0.94393 -1.15346 0.50834
H 3.18160 -0.51051 0.58882

Atoms 1-6, force components in eV/Å:
0.7 0.1 0.6
-2.6 -0.3 -1.6
0.2 -0.8 0.3
-0.1 0.1 0.2
0.1 0.1 0.1
0.2 -0.1 -0.3

***

Computed, not measured: a 2-piece molecular cluster, C2H9N2O overall in a non-equilibrium geometry, with the ωB97M-V functional and the def2-TZVPD basis.

Properties
- DFT total energy (eV) = -7241.3084
- charge = +1
- HOMO level (eV) = -15.11
- relative energy (zero: lowest compared OMol25 entry of this formula, charge and spin) (kJ/mol) = 101.1

Cartesian coordinates (Å):
C 0.33285 -1.16602 1.76452
N -0.00800 0.09890 1.12126
C 0.43362 0.40359 -0.06588
N 0.36015 1.59530 -0.60031
H -0.53690 -1.62940 2.20559
H 1.08422 -0.98825 2.52668
H 0.92884 -1.84753 1.15651
H -0.66833 0.64811 1.65196
H 1.06866 -0.33393 -0.53077
H -0.38869 2.22635 -0.35518
H 0.63219 1.66930 -1.56706
H -1.72040 -0.17935 -1.97369
H -0.66340 -0.58164 -3.00320
O -0.85479 0.08457 -2.33043

Atoms 1-6, force components in eV/Å:
1.1 -0.2 0.5
-0.3 -1.2 -0.1
0.7 0.5 0.9
-0.3 0.4 -0.4
-0.1 -0.2 -0.1
-0.3 0.4 0.6

***

Computed, not measured: a 2-piece molecular cluster, C2H9N2O overall in a non-equilibrium geometry, with the ωB97M-V functional and the def2-TZVPD basis.

Properties
- DFT total energy (eV) = -7225.6184
- charge = +2
- HOMO level (alpha / beta) (eV) = -19.64 / -19.50
- relative energy (zero: lowest compared OMol25 entry of this formula, charge and spin) (kJ/mol) = 273.2
- 2S+1 = 2

Cartesian coordinates (Å):
C 1.33645 -1.03740 -1.43809
N -0.04007 1.34847 0.75531
C 0.57203 0.72811 -0.19102
N 1.04254 -0.50598 -0.14572
H 1.11017 -2.08634 -1.62792
H 2.35388 -0.86719 -1.60738
H 0.74174 -0.36665 -2.09999
H -0.56256 0.84987 1.51959
H -0.09361 2.29111 0.68356
H 0.87351 1.34956 -1.10138
H 1.11524 -0.87394 0.79634
H -2.52452 -0.97602 1.16682
H -3.42432 0.18149 1.87793
O -2.50049 -0.03509 1.41195

Atoms 1-6, force components in eV/Å:
-2.4 0.1 -0.5
-0.1 -4.6 1.0
0.8 3.5 -1.3
-0.9 -0.5 0.0
0.0 -0.2 0.6
2.4 0.2 -0.6

***

Computed, not measured: a 2-piece molecular cluster, C2H9N2O2 overall, with the ωB97M-V functional and the def2-TZVPD basis.

Properties
- DFT total energy (eV) = -9289.2990
- charge = +1
- HOMO level (eV) = -14.61
- relative energy (zero: lowest compared OMol25 entry of this formula, charge and spin) (kJ/mol) = 64.8

Cartesian coordinates (Å):
N 1.49573 1.23307 -0.25248
C 0.25899 0.39996 -0.03701
C -0.00931 -0.26532 -1.38069
N -0.87462 -1.27110 -1.39783
O 0.54962 0.19763 -2.36235
H 1.23944 2.04434 -0.81267
H 1.90345 1.52622 0.63892
H 2.22343 0.74178 -0.77728
H -0.50751 1.12945 0.15385
H 0.41087 -0.33216 0.75441
H -1.24294 -1.68191 -0.55164
H -1.11007 -1.71914 -2.27188
H -2.16021 -0.39078 2.52721
H -0.93620 -0.95407 3.31557
O -1.24067 -0.65798 2.45386

Atoms 1-6, force components in eV/Å:
0.2 -0.2 0.5
0.7 -0.3 -0.6
0.2 0.5 -0.7
-0.4 -0.6 0.4
0.0 -0.1 0.2
0.2 0.1 -0.1

***

Computed, not measured: the molecule C2H9N2P in a non-equilibrium geometry, with the ωB97M-V functional and the def2-TZVPD basis.

Properties
- DFT total energy (eV) = -14485.6951
- charge = 0
- HOMO level (eV) = -8.78
- relative energy (zero: lowest compared OMol25 entry of this formula, charge and spin) (kJ/mol) = 279.3

Cartesian coordinates (Å):
C 0.62209 1.58842 0.01874
N 0.56925 0.16916 0.41604
N 1.86434 -0.44252 0.39539
C -0.39411 -0.64331 -0.22104
P -2.17448 0.10020 0.10614
H 0.02360 2.28854 0.46142
H 1.68451 1.86271 0.13579
H 0.46870 1.58263 -1.01897
H 2.12372 -0.73260 -0.53365
H 1.76115 -1.09745 1.11243
H -0.07961 -0.91870 -1.47522
H -0.45666 -1.69894 0.22736
H -2.22304 -0.23010 1.56746
H -2.63184 -1.27870 -0.04268

Atoms 1-6, force components in eV/Å:
3.3 -2.6 -0.9
0.5 0.3 0.7
-0.8 2.5 0.0
-0.7 -1.6 -1.8
0.6 -2.3 0.6
-1.9 1.3 1.6